No. 1
# C32H34N4O3

C32H34N4O3 in the gas phase (ωB97M-V with the def2-TZVPD basis set, OMol25).

Last column: Löwdin charge in e.
Positions of all 73 atoms, in Å:
1 O -5.537986 -1.210075 -0.832426  0.11
2 C -4.987528 -0.203925 -0.470755  -0.43
3 C -4.853727 1.103401 -1.220894  -0.01
4 C -3.850936 1.920315 -0.408131  -0.20
5 N -2.534444 1.958835 -1.041463  -0.10
6 C -1.830767 0.682228 -1.008115  -0.14
7 C -0.519908 0.783512 -1.798442  -0.14
8 N 0.352389 1.844154 -1.333372  -0.12
9 C 1.037884 1.515836 -0.083305  -0.24
10 C 2.127620 0.490692 -0.316501  -0.18
11 C 2.706468 0.312776 -1.565668  -0.04
12 C 3.772877 -0.554825 -1.724429  -0.08
13 C 4.280267 -1.243879 -0.635392  -0.11
14 C 3.704889 -1.073846 0.613046  -0.08
15 C 2.632736 -0.215304 0.767900  -0.02
16 C 1.726064 2.724968 0.512416  -0.20
17 C 1.419186 3.152688 1.795981  -0.03
18 C 2.073349 4.240731 2.348800  -0.08
19 C 3.040521 4.911761 1.622332  -0.09
20 C 3.352798 4.489346 0.340120  -0.07
21 C 2.703325 3.400545 -0.209991  -0.03
22 C -0.397749 3.084301 -1.327456  -0.15
23 C -1.685734 3.010803 -0.502295  -0.15
24 C -3.773908 1.182018 0.925629  -0.38
25 O -3.216569 1.539154 1.932248  0.12
26 N -4.373873 -0.045897 0.754398  0.06
27 C -4.184786 -1.143925 1.692965  -0.06
28 C -2.876364 -1.818389 1.371364  -0.21
29 C -2.790862 -2.664394 0.273119  -0.03
30 C -1.580584 -3.209930 -0.106185  -0.01
31 C -0.419434 -2.924580 0.612666  -0.18
32 N 0.801030 -3.484722 0.222883  0.02
33 C 0.985122 -4.034912 -1.108536  -0.14
34 C 2.497972 -4.218644 -1.220836  -0.14
35 C 2.911818 -4.472769 0.222043  -0.08
36 C 1.870467 -3.725194 1.039219  -0.45
37 O 1.965733 -3.433104 2.207033  0.07
38 C -0.504704 -2.075786 1.715595  0.00
39 C -1.719573 -1.529840 2.083526  -0.03
40 H -5.830983 1.585803 -1.265188  0.13
41 H -4.518030 0.932330 -2.242845  0.13
42 H -4.171883 2.954622 -0.263377  0.16
43 H -2.458140 -0.090450 -1.458774  0.13
44 H -1.597251 0.367771 0.022129  0.11
45 H 0.007286 -0.170825 -1.735454  0.12
46 H -0.753316 0.990972 -2.847317  0.13
47 H 0.343199 1.113584 0.674205  0.14
48 H 2.316627 0.862657 -2.408600  0.11
49 H 4.218027 -0.684605 -2.701033  0.10
50 H 5.127351 -1.903931 -0.759182  0.11
51 H 4.089791 -1.605044 1.470325  0.11
52 H 2.194297 -0.078582 1.745545  0.12
53 H 0.662457 2.635724 2.369605  0.11
54 H 1.825026 4.563939 3.349071  0.10
55 H 3.550952 5.760534 2.053070  0.10
56 H 4.108380 5.009200 -0.230731  0.10
57 H 2.944166 3.067542 -1.207826  0.12
58 H 0.231845 3.891659 -0.952914  0.12
59 H -0.662518 3.300391 -2.367158  0.13
60 H -2.218997 3.960940 -0.583876  0.13
61 H -1.443955 2.839583 0.557501  0.12
62 H -4.177620 -0.723525 2.700358  0.13
63 H -5.026146 -1.828748 1.567801  0.13
64 H -3.681307 -2.894821 -0.292830  0.11
65 H -1.551663 -3.868678 -0.959245  0.10
66 H 0.589271 -3.347876 -1.859891  0.13
67 H 0.468440 -4.999140 -1.199481  0.13
68 H 2.762468 -5.032431 -1.892911  0.11
69 H 2.957460 -3.297940 -1.581948  0.09
70 H 3.913943 -4.126612 0.463064  0.11
71 H 2.843854 -5.531295 0.483952  0.13
72 H 0.382065 -1.856029 2.284641  0.10
73 H -1.768156 -0.860818 2.930191  0.12

Forces on atoms 1 to 6 (eV/Å):
O -0.08 -0.25 -0.09
C -0.15 0.30 -0.23
C 0.04 0.03 0.02
C 0.06 0.21 -0.27
N -0.14 0.08 -0.03
C 0.28 -0.08 -0.16

Computed properties:
- Lowest unoccupied orbital energy: 0.02525 hartree
- Structure (SMILES): O=C1C[C@H](N2CCN(C(c3ccccc3)c3ccccc3)CC2)C(=O)N1Cc1ccc(N2CCCC2=O)cc1
- Multiplicity: 1
- Relative energy (zero: lowest compared OMol25 entry of this formula, charge and spin): 0.0 kcal per mole
- Electronic energy: -45841.137 eV
- E_HOMO: -8.28 eV
- Gap between HOMO and LUMO: 8.962 eV

No. 2
# C7H18N4O

A gas-phase ion, C7H18N4O (charge +2) in a non-equilibrium geometry (ωB97M-V with the def2-TZVPD basis set, OMol25).

Last column: Löwdin charge in e.
Positions of all 30 atoms, in Å:
1 C 0.265244 0.143797 0.677289  -0.06
2 C -1.817636 0.258972 1.773456  -0.12
3 C -3.339363 0.147292 1.365385  -0.08
4 C -2.773218 -1.519332 -0.130328  -0.02
5 C 3.345315 1.114871 0.389113  -0.07
6 C 3.221787 0.183302 -1.824072  -0.06
7 C 2.564086 0.111796 -0.436546  -0.35
8 N -0.946785 0.508752 0.681789  0.03
9 N 1.060030 0.544167 -0.364114  -0.09
10 N -3.060590 -2.780797 -0.663717  0.26
11 N 0.640357 1.611149 -1.211704  0.09
12 O -3.697897 -0.923039 0.522224  0.05
13 H -1.747975 1.036543 2.462594  0.13
14 H -1.423116 -0.627732 2.160114  0.11
15 H -3.777826 -0.020043 2.409553  0.18
16 H -3.612986 1.104438 1.036013  0.13
17 H 0.757234 -0.588763 1.361478  0.19
18 H 3.369167 2.064195 -0.105331  0.08
19 H 2.932716 1.133986 1.394644  0.08
20 H 4.336760 0.689501 0.657582  0.11
21 H 3.220469 1.207318 -2.188539  0.07
22 H 2.496341 -0.238899 -2.592085  0.10
23 H 4.275771 -0.213652 -1.701439  0.13
24 H 2.762899 -0.871973 0.032058  0.15
25 H -3.449138 -2.773251 -1.657097  0.24
26 H -3.865195 -3.189475 -0.170929  0.20
27 H -2.235945 -3.218791 -0.682285  0.11
28 H 0.996269 2.526995 -0.906015  0.12
29 H 0.802550 1.454259 -2.231032  0.13
30 H -1.299324 1.124415 -0.058060  0.17

Forces on atoms 1 to 6 (eV/Å):
C 4.22 -0.07 -3.58
C -1.82 -1.00 -1.94
C 2.59 0.15 4.22
C 2.37 4.18 1.39
C 0.32 -1.44 1.66
C -1.90 -0.61 -0.68

Computed properties:
- Lowest unoccupied orbital energy: -0.29437 hartree
- Charge: +2
- Multiplicity: 1
- Relative energy (zero: lowest compared OMol25 entry of this formula, charge and spin): 64.5 kcal per mole
- Electronic energy: -15537.777 eV
- E_HOMO: -16.21 eV
- Gap between HOMO and LUMO: 8.196 eV

No. 3
# C20H25IrN11

A molecular structure, C20H25IrN11 (ωB97M-V with the def2-TZVPD basis set, OMol25).

Last column: Löwdin charge in e.
Positions of all 57 atoms, in Å:
1 Ir 2.129736 1.530264 -1.113127  1.45
2 N 4.697922 3.360302 -2.455969  0.19
3 C 4.795341 2.930606 -1.177299  -0.44
4 N 5.798659 3.140879 -0.362966  0.07
5 N 5.445259 2.526189 0.793316  -0.03
6 N 4.295303 1.968993 0.704566  -0.05
7 N 3.841568 2.208388 -0.556606  -0.22
8 C 3.614318 3.089875 -3.218763  -0.44
9 N 3.428277 3.460619 -4.460500  0.07
10 N 2.212117 2.962391 -4.795714  -0.03
11 N 1.675213 2.322487 -3.824619  -0.05
12 N 2.552415 2.382285 -2.785040  -0.22
13 H 5.455550 3.897380 -2.852289  0.18
14 C -4.433566 1.399170 1.213540  -0.03
15 C -3.333186 2.025193 2.086313  -0.55
16 C -3.173346 1.228384 3.391643  -0.03
17 C -3.724426 3.463612 2.425464  -0.05
18 C -2.020723 1.962973 1.321984  -0.11
19 C -1.280859 3.092831 0.982227  0.05
20 C -0.097576 2.957542 0.286878  -0.05
21 N 0.372440 1.765189 -0.078116  -0.08
22 C -0.319144 0.646385 0.234701  -0.17
23 C -1.500887 0.722108 0.924188  0.07
24 C 0.316451 -0.595983 -0.229743  -0.17
25 C -0.186755 -1.861840 -0.037189  0.08
26 C 0.498154 -2.979756 -0.520452  -0.11
27 C 1.698862 -2.741192 -1.196481  0.04
28 C 2.154566 -1.455912 -1.360116  -0.05
29 N 1.477084 -0.403637 -0.886242  -0.08
30 C -0.008762 -4.399576 -0.337705  -0.55
31 C -1.333223 -4.446160 0.424706  -0.06
32 C 1.050263 -5.191442 0.448526  -0.03
33 C -0.210079 -5.021667 -1.730271  -0.03
34 H -5.386306 1.446925 1.741678  0.10
35 H -4.230840 0.351106 0.985492  0.08
36 H -4.538144 1.940717 0.271635  0.10
37 H -4.102934 1.273045 3.959811  0.10
38 H -2.376158 1.647604 4.008190  0.10
39 H -2.946068 0.176950 3.206182  0.08
40 H -4.667741 3.457949 2.970873  0.10
41 H -3.868406 4.066102 1.526319  0.09
42 H -2.979757 3.945688 3.062035  0.09
43 H -1.609450 4.085200 1.249883  0.12
44 H 0.495969 3.819140 0.010732  0.13
45 H -2.040345 -0.182949 1.165714  0.12
46 H -1.118526 -1.992653 0.491717  0.11
47 H 2.286867 -3.552709 -1.599809  0.13
48 H 3.079639 -1.243209 -1.878693  0.13
49 H -1.235323 -4.035687 1.432634  0.09
50 H -1.647364 -5.484622 0.525538  0.10
51 H -2.126272 -3.915730 -0.107928  0.09
52 H 1.262025 -4.715306 1.407856  0.10
53 H 1.985982 -5.280410 -0.104420  0.09
54 H 0.679403 -6.197789 0.645044  0.10
55 H -0.899891 -4.424088 -2.329359  0.10
56 H -0.633059 -6.020990 -1.623807  0.10
57 H 0.729733 -5.111165 -2.276161  0.09

Forces on atoms 1 to 6 (eV/Å):
Ir -0.51 -0.37 0.27
N 0.08 0.06 -0.04
C 0.40 0.06 0.42
N 0.10 0.01 0.11
N -0.32 -0.10 -0.16
N 0.34 0.15 0.08

Computed properties:
- Lowest unoccupied orbital energy: -0.19062 hartree
- Charge: +1
- Multiplicity: 1
- Electronic energy: -40367.708 eV
- E_HOMO: -11.71 eV
- Gap between HOMO and LUMO: 6.521 eV

No. 4
# C3H5O3

2 unconnected molecules or ions with the total composition C3H5O3 in a non-equilibrium geometry (ωB97M-V with the def2-TZVPD basis set, OMol25).

Last column: Löwdin charge in e.
Positions of all 11 atoms, in Å:
1 O -1.647727 -0.298729 -2.272935  0.03
2 C -1.534551 0.563259 -1.449262  -0.33
3 C -0.237159 1.233010 -1.061910  -0.05
4 H -2.459828 0.965700 -0.980611  0.11
5 H 0.277115 0.424815 -0.519325  0.09
6 H -0.344343 2.064384 -0.373498  0.06
7 H 0.343907 1.523627 -1.932715  0.07
8 O 0.257668 -1.612218 1.637517  -0.17
9 C 1.409528 -1.632962 2.125677  -0.73
10 O 2.502516 -1.936675 1.620905  -0.15
11 H 1.432876 -1.294209 3.206157  0.07

Forces on atoms 1 to 6 (eV/Å):
O 0.20 -0.38 -0.31
C -0.30 1.19 -0.09
C -0.07 -1.03 0.35
H 0.12 -0.14 0.29
H 0.31 0.22 -0.04
H -0.26 0.10 -0.02

Computed properties:
- Lowest unoccupied orbital energy: 0.13549 hartree
- Charge: -1
- Multiplicity: 1
- Relative energy (zero: lowest compared OMol25 entry of this formula, charge and spin): 12.9 kcal per mole
- Electronic energy: -9335.342 eV
- E_HOMO: -3.84 eV
- Gap between HOMO and LUMO: 7.527 eV

Question: The lowest gap between HOMO and LUMO belongs to which entry?
Answer: C20H25IrN11